# 1
DFT (the ωB97M-V functional and the def2-TZVPD basis) results for an isolated molecule of C5H8O2.

```
15
Properties=species:S:1:pos:R:3:forces:R:3:nbo_charge:R:1
C -2.2376 -0.0170 -0.5562 -0.044 -0.038 -0.034 -0.60
C -0.9242 -0.6420 -0.0775 0.013 -0.217 0.106 -0.38
C 0.2151 0.3713 -0.2326 -0.348 0.432 0.625 -0.54
C 1.3790 0.2691 0.6803 -0.021 -0.050 0.869 0.47
O 1.1782 0.6817 1.8134 1.141 -0.711 0.219 -0.52
C 2.8154 -0.0584 0.3426 0.361 -0.239 -0.329 0.36
O 3.2717 -0.0542 -0.7718 -0.321 -0.028 0.462 -0.47
H -2.4761 0.8917 0.0096 0.092 -0.178 -0.057 0.21
H -3.0703 -0.7165 -0.4368 0.107 0.073 -0.023 0.21
H -2.1844 0.2623 -1.6143 0.021 -0.059 0.123 0.20
H -0.7407 -1.5759 -0.6177 0.091 0.093 0.032 0.20
H -1.0021 -0.8811 0.9876 -0.063 -0.097 -0.091 0.21
H 0.4727 0.5303 -1.2998 -0.232 0.524 0.801 0.24
H -0.1041 1.1653 0.5123 -0.978 0.501 -2.571 0.28
H 3.4073 -0.2268 1.2608 0.181 -0.006 -0.133 0.13
```
Forces are in eV/Å.

Calculated values
- Gap between HOMO and LUMO: 9.474 eV
- Total energy: -345.7391 Ha
- Strongest force on any atom: 0.05437 Eh/bohr
- LUMO: -0.55 eV
- SMILES string: CCCC(=O)C=O
- HOMO energy: -0.3683 hartree
- Energy above the lowest of the compared OMol25 structures with the same formula, charge and spin: 41.3 kcal/mol

# 2
DFT (the ωB97M-V functional and the def2-TZVPD basis) results for a cluster of 2 separate species, C20H25ClFN2O4S2 in total.

```
55
Properties=species:S:1:pos:R:3:forces:R:3:nbo_charge:R:1
Cl 1.7718 -4.1158 5.8827 -0.102 -0.009 -0.081 0.03
C 0.4874 -4.4101 4.7160 -0.063 0.074 -0.051 -0.21
N 0.5025 -3.4220 3.5882 0.027 0.779 -0.722 -0.22
C 0.2581 -1.9749 4.0489 -0.029 -0.877 1.225 -0.24
C 0.2414 -1.0495 2.8598 0.140 -0.175 -1.647 -0.26
N 0.4171 -1.8612 1.6335 0.381 0.956 -0.436 -0.39
F -0.0075 1.4791 -0.8238 0.631 -0.251 -0.480 -0.35
C -0.6714 -2.8100 1.4630 0.517 0.724 -0.090 -0.25
C -0.6462 -3.7712 2.6393 -0.106 -0.838 0.747 -0.24
C 1.7461 -2.5081 1.6393 -1.031 1.254 -0.801 -0.26
C 1.8147 -3.4595 2.7935 -0.104 -1.048 0.966 -0.24
H 0.6129 -5.4110 4.2931 0.005 0.256 0.035 0.24
H -0.4783 -4.3370 5.2264 0.225 0.052 -0.166 0.24
H -0.6980 -1.9882 4.5677 -0.068 -0.117 0.092 0.22
H 1.0233 -1.7286 4.7827 0.068 -0.127 -0.064 0.25
H -0.7212 -0.5186 2.7726 0.478 -0.073 0.121 0.23
H 1.0738 -0.3306 2.8952 -0.441 -0.137 0.035 0.24
H -1.6108 -2.2410 1.4529 0.206 -0.254 -0.144 0.22
H -0.5444 -3.3372 0.5086 -0.111 0.162 0.259 0.24
H -0.4893 -4.8040 2.3226 -0.020 0.014 0.146 0.23
H -1.5585 -3.7072 3.2382 0.121 -0.153 -0.007 0.23
H 1.8791 -3.0215 0.6728 0.103 0.276 0.413 0.24
H 2.4829 -1.6984 1.7514 -0.134 -0.406 -0.264 0.24
H 2.6235 -3.2490 3.4781 0.042 0.126 0.291 0.24
H 1.9437 -4.4797 2.4588 -0.100 -0.394 0.038 0.23
C -3.3444 2.7097 1.6076 0.183 0.039 -0.014 -0.17
C -3.4571 1.3753 1.2020 0.244 -0.335 -0.082 -0.23
C -3.0215 0.9768 -0.0704 -0.025 0.284 -0.214 -0.18
C -2.5735 1.9446 -0.9768 0.365 -0.460 0.873 -0.33
S -1.8467 1.5347 -2.5725 0.364 1.977 -2.277 2.09
C -0.0391 1.4387 -2.2114 1.788 1.214 0.856 -0.29
S 1.6269 0.6083 -2.7726 0.310 -0.757 -0.554 2.13
C 2.0721 1.7768 -4.0472 -1.075 -0.226 0.548 -0.33
C 1.2343 1.6695 -5.1432 -0.123 0.249 -0.021 -0.20
C 1.1223 2.7536 -5.9975 0.108 0.164 -0.471 -0.19
C 1.8529 3.9263 -5.7624 0.157 -0.894 0.377 -0.17
C 2.6712 4.0080 -4.6279 0.095 -0.094 -0.311 -0.20
C 2.7890 2.9314 -3.7526 -0.281 0.059 0.016 -0.19
O 2.4988 0.8624 -1.6617 -0.271 -0.139 0.374 -0.92
O 1.4986 -0.7188 -3.3278 -0.312 0.712 0.445 -0.90
O -2.3612 0.3838 -3.2989 0.257 1.228 1.378 -0.87
O -1.7314 2.8865 -3.1724 -1.222 -2.106 -0.072 -0.94
C -2.4091 3.2726 -0.5538 0.026 0.222 0.039 -0.10
C -2.7917 3.6565 0.7342 -0.147 -0.351 -0.102 -0.23
H -3.6222 3.0054 2.6310 0.053 -0.189 -0.623 0.23
H -3.8251 0.6060 1.8961 0.112 0.475 -0.325 0.22
H -2.9731 -0.0721 -0.3640 -0.320 0.215 0.094 0.23
H 0.2628 2.4343 -2.6478 -0.506 -0.759 0.925 0.23
H 0.6237 0.7727 -5.2359 0.108 0.200 -0.281 0.25
H 0.4533 2.6657 -6.8490 0.151 0.183 0.063 0.23
H 1.8226 4.7381 -6.4748 -0.177 0.114 0.118 0.23
H 3.2152 4.9236 -4.4287 0.016 -0.074 -0.011 0.23
H 3.3583 2.9906 -2.8305 -0.032 0.031 -0.158 0.25
H -1.9241 4.0018 -1.2057 -0.362 -0.329 0.130 0.25
H -2.6347 4.6924 1.0532 -0.117 -0.467 -0.130 0.23
```
Forces are in eV/Å.

Calculated values
- Charge: +1
- Gap between HOMO and LUMO: 9.165 eV
- Total energy: -2543.6291 Ha
- Strongest force on any atom: 0.05907 Eh/bohr
- LUMO: -2.57 eV
- HOMO energy: -0.4313 hartree

# 3
DFT (the ωB97M-V functional and the def2-TZVPD basis) results for a structure of composition C43H39BN11O2PdS.

```
98
Properties=species:S:1:pos:R:3:forces:R:3:mulliken_spin:R:1
Pd -0.2400 1.6691 -0.8793 0.000 0.334 -0.201 1.34
C -2.5918 -2.1385 -1.2653 -0.081 0.047 -0.103 0.24
C -1.7431 -1.1900 -0.4821 0.017 0.055 -0.010 -0.27
N -1.8146 0.1583 -1.0592 0.436 -0.229 0.235 0.37
C -2.9563 0.5091 -1.5721 -0.338 0.059 -0.070 0.02
C -4.0022 -0.4469 -1.7547 0.093 -0.082 0.038 0.50
N -3.7113 -1.7660 -1.7816 0.048 0.139 0.017 -0.08
C -3.0998 1.9219 -1.9874 0.008 -0.135 -0.013 0.07
C -4.2655 2.4390 -2.4981 -0.103 0.070 -0.042 -0.02
C -4.3406 3.7937 -2.8483 -0.035 0.007 -0.008 0.01
C -3.1827 4.5392 -2.6470 -0.021 0.062 -0.057 0.00
C -2.0359 3.9522 -2.1380 0.076 0.056 0.013 0.00
N -1.9981 2.6614 -1.8075 0.031 -0.176 0.101 0.09
C -0.7898 4.7087 -1.8904 -0.122 -0.091 -0.045 0.05
C -0.5869 6.0110 -2.3274 0.139 0.187 -0.006 0.00
N 0.5261 6.6856 -2.0574 -0.031 -0.202 0.070 -0.01
C 1.4421 6.0560 -1.3336 -0.102 0.140 -0.109 0.01
C 1.2632 4.7440 -0.9115 0.050 -0.038 0.102 -0.01
N 0.1589 4.0688 -1.2010 0.110 -0.165 0.113 0.11
C -5.5806 4.3933 -3.3992 0.146 -0.091 0.067 0.00
C -6.6920 3.6111 -3.6943 -0.059 -0.052 -0.026 0.00
C -7.8263 4.2144 -4.2160 -0.073 0.188 -0.064 0.00
N -7.9214 5.5215 -4.4577 0.305 -0.133 0.144 0.00
C -6.8547 6.2682 -4.1713 -0.203 -0.055 -0.072 0.00
C -5.6762 5.7575 -3.6478 -0.016 0.117 0.005 0.00
H -2.2864 -3.1707 -1.4110 -0.016 0.044 0.036 0.01
H -2.1634 -1.1123 0.5323 -0.175 -0.053 0.013 0.07
H -5.0184 -0.1608 -1.9792 0.022 0.007 -0.024 0.01
H -5.1253 1.8013 -2.6131 -0.010 -0.007 -0.031 0.01
H -3.1708 5.5913 -2.8801 0.003 -0.007 -0.007 0.00
H -1.3274 6.5303 -2.9215 0.006 -0.002 0.009 0.00
H 2.3471 6.5982 -1.0871 -0.019 -0.008 -0.003 0.00
H 2.0200 4.2535 -0.3164 -0.062 0.059 -0.051 0.01
H -6.7073 2.5414 -3.5419 -0.020 0.010 -0.023 0.00
H -8.6991 3.6178 -4.4528 0.003 0.010 -0.002 0.00
H -6.9450 7.3292 -4.3701 -0.008 -0.002 0.000 0.00
H -4.8694 6.4464 -3.4395 -0.038 -0.008 -0.012 0.00
N 2.7490 1.5206 -2.5881 -0.080 -0.076 0.019 0.03
C 2.8141 1.8624 -1.3019 -0.302 0.381 0.012 0.05
N 1.8023 1.7128 -0.4540 0.089 0.231 0.246 0.11
C 2.1508 2.1783 0.8345 -0.006 -0.179 -0.258 0.01
C 1.3255 2.1891 1.9508 0.004 0.038 0.049 0.00
C 1.8188 2.7107 3.1357 -0.012 -0.037 -0.041 -0.01
C 3.1212 3.2018 3.2141 0.035 0.015 0.025 0.01
C 3.9520 3.1941 2.1054 0.052 -0.001 0.041 0.00
C 3.4449 2.6818 0.9206 0.095 0.159 -0.070 0.00
S 4.2329 2.5930 -0.6391 -0.204 1.514 -0.401 0.01
H 1.9856 0.9482 -2.9102 0.019 -0.002 -0.027 0.01
H 3.5544 1.5995 -3.1875 -0.016 0.048 -0.021 0.00
H 0.3190 1.7980 1.8943 -0.089 0.003 -0.012 0.00
H 1.1900 2.7322 4.0162 0.001 0.003 -0.030 0.00
H 3.4887 3.5997 4.1503 -0.004 -0.012 -0.016 0.00
H 4.9611 3.5812 2.1655 -0.021 -0.003 -0.009 0.00
N -0.7280 -5.8154 1.3434 0.090 -0.111 0.114 -0.03
C -0.7522 -6.8588 2.2538 -0.114 0.319 0.149 0.10
C -0.8894 -8.2072 2.1315 0.020 -0.239 0.121 0.02
C -0.9073 -8.9267 3.3432 0.021 0.082 0.055 0.26
C -0.8084 -8.3091 4.6316 0.002 -0.220 -0.204 0.02
C -0.6861 -6.9657 4.7521 0.040 0.223 -0.184 0.09
C -0.6706 -6.1994 3.5365 -0.023 -0.249 0.164 0.20
N -0.6143 -4.8834 3.3897 0.001 0.090 -0.309 0.06
C -0.6398 -4.6671 2.0527 0.013 0.106 0.133 0.07
C -0.5873 -3.3280 1.4832 0.012 -0.065 0.115 0.03
C -0.2891 -3.1087 0.1862 -0.108 0.132 -0.030 0.20
C -0.3006 -1.6685 -0.2824 0.003 0.057 0.038 0.17
N 0.3581 -0.8360 0.7379 0.030 -0.169 0.209 0.07
C -0.1969 -1.0303 2.0430 0.193 0.114 -0.279 -0.04
C -0.7346 -2.1963 2.4020 -0.034 -0.178 -0.039 0.06
H -0.7903 -5.9071 0.3425 -0.034 0.030 -0.006 0.00
H -0.9865 -8.7129 1.1802 0.029 -0.017 0.034 0.00
H -0.9971 -10.0049 3.2952 -0.022 0.016 0.018 0.00
H -0.8309 -8.9349 5.5131 -0.001 -0.040 -0.051 0.00
H -0.5999 -6.4700 5.7094 -0.031 0.033 -0.034 0.00
H -0.0203 -3.9040 -0.5010 -0.027 0.049 0.011 -0.01
H 0.2462 -1.5401 -1.2156 0.093 -0.147 0.000 -0.02
H -0.0735 -0.2174 2.7450 0.007 0.000 -0.015 0.00
H -1.1268 -2.3517 3.3960 -0.002 -0.003 -0.032 0.00
C 4.9090 -1.0556 2.3788 0.033 -0.004 0.056 0.00
C 3.8141 -1.7019 1.5602 -0.068 0.007 -0.060 0.00
C 3.6520 -3.1640 1.9462 -0.037 -0.030 0.007 0.00
O 2.5382 -1.0605 1.8953 0.013 0.095 -0.176 0.00
B 1.8276 -1.0147 0.7405 0.004 0.105 0.138 -0.01
O 2.5235 -1.2719 -0.3992 0.043 -0.154 -0.027 -0.01
C 3.9256 -1.4781 0.0076 0.032 -0.110 0.024 0.00
C 4.6779 -0.2134 -0.3515 -0.047 -0.581 0.361 0.00
C 4.4725 -2.6602 -0.7632 0.014 -0.062 0.013 0.00
H 4.7315 -1.2555 3.4357 0.023 0.005 -0.023 0.00
H 4.9404 0.0238 2.2392 -0.012 -0.007 -0.003 0.00
H 5.8818 -1.4749 2.1150 -0.019 0.016 0.010 0.00
H 3.3698 -3.2153 2.9984 0.022 -0.007 -0.032 0.00
H 4.5813 -3.7170 1.8110 -0.026 -0.003 -0.010 0.00
H 2.8689 -3.6462 1.3535 0.029 0.018 0.028 0.00
H 4.2729 0.6487 0.1811 0.263 -1.174 0.161 0.00
H 4.5999 -0.0419 -1.4267 0.028 -0.087 0.077 0.00
H 5.7351 -0.3039 -0.1009 0.012 0.011 -0.004 0.00
H 3.8093 -3.5219 -0.7038 0.037 0.008 0.016 0.00
H 5.4496 -2.9470 -0.3708 -0.005 0.011 -0.031 0.00
H 4.5990 -2.3965 -1.8133 -0.017 -0.006 0.006 0.00
```
Forces are in eV/Å.

Calculated values
- Charge: +3
- 2S+1: 5
- Gap between HOMO and LUMO (spin up / spin down): 7.270 / 4.813 eV
- Total energy: -2964.9018 Ha
- Strongest force on any atom: 0.03071 Eh/bohr
- LUMO (spin up / spin down): -7.98 / -10.44 eV
- HOMO energy (spin up / spin down): -0.5605 / -0.5605 hartree
- Energy above the lowest of the compared OMol25 structures with the same formula, charge and spin: 21.6 kcal/mol

# 4
DFT (the ωB97M-V functional and the def2-TZVPD basis) results for an isolated molecule of C4H7N.

```
12
Properties=species:S:1:pos:R:3:forces:R:3:nbo_charge:R:1
N 1.1197 1.2899 -0.1550 0.528 -0.783 2.341 -0.57
C 0.3028 0.3099 0.0728 2.436 -4.349 -2.939 0.22
C 0.9672 -1.1858 -0.2642 -0.439 2.807 0.478 -0.61
C -1.2179 0.4363 -0.3497 -3.490 0.650 1.365 -0.43
C -1.1290 -0.1777 0.9593 0.859 0.390 -1.561 -0.25
H -1.5248 1.5004 -0.5070 -0.063 -0.561 0.281 0.20
H 1.1767 2.1244 0.4366 -1.320 0.338 -0.749 0.37
H 1.0065 -1.6540 0.7262 0.523 0.132 -0.414 0.23
H 1.9329 -0.9716 -0.7467 -0.284 -0.435 0.291 0.21
H -1.6974 -0.1815 -1.2013 2.289 0.517 0.956 0.27
H 0.3264 -1.7986 -0.8638 -0.431 -0.224 -0.498 0.20
H -1.2632 0.3084 1.8928 -0.608 1.518 0.450 0.16
```
Forces are in eV/Å.

Calculated values
- Gap between HOMO and LUMO: 6.566 eV
- Total energy: -211.1162 Ha
- Strongest force on any atom: 0.11253 Eh/bohr
- LUMO: -1.43 eV
- HOMO energy: -0.2939 hartree
- Energy above the lowest of the compared OMol25 structures with the same formula, charge and spin: 153.4 kcal/mol